(1)
ORCA calculation (the ωB97M-V functional and the def2-TZVPD basis) on the molecule C5H12ClOP.

orbital gap	0.34882	Eh
relative energy (zero: lowest compared OMol25 entry of this formula, charge and spin)	180.88	kJ/mol
max |F|	4.1	eV/A
LUMO	0.030	Ha
SMILES	C[C@H](CO)P(C)CCl

The geometry in XYZ format:
```
20
C5H12ClOP | the Open Molecules 2025 dataset | the ωB97M-V functional and the def2-TZVPD basis
C -1.636 0.461 -1.456
C -0.657 -1.319 -0.129
C 0.611 0.506 2.029
C 2.256 0.857 -0.240
C -0.343 -0.073 -0.782
O -1.823 -1.309 0.724
P 0.547 1.222 0.342
Cl 2.592 -0.902 -0.342
H -1.365 1.215 -2.237
H -2.102 -0.369 -2.035
H -2.291 0.957 -0.663
H 0.168 -1.601 0.568
H -0.876 -2.095 -0.861
H -2.476 -0.717 0.312
H 1.533 0.357 2.441
H 0.043 1.036 2.778
H 0.061 -0.492 1.997
H 2.298 1.240 -1.292
H 3.043 1.295 0.429
H 0.420 -0.268 -1.584
```

***

(2)
ORCA calculation (the ωB97M-V functional and the def2-TZVPD basis) on a cluster of 2 separate species, C2HClF2OS in total.

orbital gap (alpha / beta)	0.26238 / 0.27127	Eh
relative energy (zero: lowest compared OMol25 entry of this formula, charge and spin)	251.96	kJ/mol
max |F|	2.6	eV/A
LUMO (alpha / beta)	-0.113 / -0.111	Ha

The geometry in XYZ format:
```
8
C2HClF2OS | the Open Molecules 2025 dataset | the ωB97M-V functional and the def2-TZVPD basis
C 0.979 0.248 -0.620
C -0.375 0.300 -0.013
O 1.377 -0.460 -1.465
F 1.761 1.246 -0.017
F -2.880 -0.419 0.443
S -1.678 -0.535 -0.733
Cl 1.041 -1.262 1.548
H -0.226 0.881 0.857
```

***

(3)
ORCA calculation (the ωB97M-V functional and the def2-TZVPD basis) on a structure of composition C19H35Cl10MgO11S.

net charge	-1
orbital gap	0.30700	Eh
max |F|	5.1	eV/A
LUMO	0.077	Ha

The geometry in XYZ format:
```
77
C19H35Cl10MgO11S | the Open Molecules 2025 dataset | the ωB97M-V functional and the def2-TZVPD basis
Mg 1.245 1.183 -0.713
S 0.440 2.967 -2.335
O -0.247 1.945 -1.466
O 0.014 2.815 -3.708
O 0.188 4.338 -1.896
O 1.833 2.520 -1.991
C 0.270 -1.541 0.800
O 0.536 -0.276 0.368
H -0.148 -1.561 1.821
H -0.476 -2.096 0.191
H 1.145 -2.219 0.771
C 2.297 6.751 2.027
C 1.664 5.463 2.473
C 0.172 5.378 2.139
O 0.030 4.128 1.482
C 1.214 3.586 1.279
O 1.370 2.512 0.780
O 2.216 4.382 1.687
H 2.064 7.005 0.997
H 3.374 6.767 2.203
H 1.954 7.557 2.689
H 1.798 5.214 3.527
H -0.109 6.180 1.457
H -0.469 5.408 3.016
C -0.235 -2.505 -3.027
C -1.109 -3.120 -1.950
C -2.218 -4.087 -2.456
O -2.005 -5.291 -1.729
C -0.788 -5.263 -1.119
O -0.293 -6.188 -0.565
O -0.247 -4.054 -1.261
H 0.642 -2.061 -2.567
H -0.803 -1.757 -3.583
H 0.072 -3.292 -3.714
H -1.620 -2.476 -1.233
H -2.147 -4.263 -3.534
H -3.229 -3.753 -2.226
Cl 2.360 -0.273 3.187
C 1.252 0.998 3.788
C -0.053 1.032 3.042
Cl -1.211 2.207 3.718
H 1.822 1.924 3.731
H 1.086 0.805 4.847
H -0.525 0.052 3.116
H 0.072 1.257 1.981
Cl 0.595 -4.802 3.833
C -0.117 -4.351 2.244
C -1.093 -3.213 2.354
Cl -2.417 -3.547 3.500
H -0.575 -5.239 1.810
H 0.739 -4.087 1.626
H -1.517 -3.017 1.368
H -0.614 -2.291 2.676
Cl -3.080 4.056 1.588
C -2.945 3.134 0.074
C -2.642 1.680 0.355
Cl -3.879 0.822 1.248
H -2.076 3.554 -0.434
H -3.868 3.342 -0.455
H -1.659 1.585 0.813
H -2.530 1.203 -0.620
Cl 4.004 -3.191 0.723
C 3.502 -3.305 -0.981
C 4.248 -2.319 -1.835
Cl 3.508 -2.150 -3.447
H 2.426 -3.118 -1.041
H 3.551 -4.362 -1.241
H 5.260 -2.666 -2.027
H 4.213 -1.326 -1.398
Cl -2.083 -1.044 -5.396
C -1.740 -0.112 -3.913
C -2.083 -0.935 -2.682
Cl -3.848 -1.180 -2.563
H -2.383 0.761 -3.894
H -0.695 0.178 -3.933
H -1.792 -0.441 -1.757
H -1.607 -1.913 -2.640
```

***

(4)
ORCA calculation (the ωB97M-V functional and the def2-TZVPD basis) on a structure of composition C3H10N3O7P2.

net charge	-1
orbital gap	0.26517	Eh
max |F|	1.3	eV/A
LUMO	0.106	Ha

The geometry in XYZ format:
```
25
C3H10N3O7P2 | the Open Molecules 2025 dataset | the ωB97M-V functional and the def2-TZVPD basis
N 2.402 1.462 -1.756
P 1.706 0.065 -1.591
O 2.587 -0.915 -0.636
O 1.925 -0.697 -3.017
N 0.214 -0.021 -1.025
P -1.019 -0.480 -1.970
N -2.391 -0.664 -1.260
O -1.081 0.579 -3.213
O -0.705 -1.819 -2.823
H 1.792 2.206 -1.444
H 3.350 -1.223 -1.133
H 2.450 -0.080 -3.540
H -2.283 -0.436 -0.279
H -0.525 1.324 -2.957
H -0.413 -1.570 -3.705
C -1.005 -0.728 2.870
C -0.565 0.188 3.998
O -0.190 1.373 3.299
C -0.835 1.385 2.093
O -0.864 2.317 1.364
O -1.448 0.200 1.885
H -1.820 -1.395 3.140
H -0.181 -1.308 2.452
H -1.383 0.426 4.682
H 0.282 -0.191 4.565
```

***

(5)
ORCA calculation (the ωB97M-V functional and the def2-TZVPD basis) on a cluster of 2 separate species, C6H13N2 in total.

net charge	+1
orbital gap	0.36632	Eh
relative energy (zero: lowest compared OMol25 entry of this formula, charge and spin)	252.66	kJ/mol
max |F|	4.7	eV/A
LUMO	-0.139	Ha

The geometry in XYZ format:
```
21
C6H13N2 | the Open Molecules 2025 dataset | the ωB97M-V functional and the def2-TZVPD basis
C -1.933 0.946 0.201
C -0.586 -0.825 0.043
C 0.369 0.405 0.227
C -0.211 -1.966 -0.886
C 1.247 0.924 -0.936
C 1.421 0.222 1.306
N -0.720 1.339 0.548
N -1.889 -0.299 -0.155
H -2.711 1.673 0.254
H -0.787 -1.229 1.621
H -1.200 -2.378 -1.203
H 0.495 -2.652 -0.408
H 0.251 -1.426 -1.713
H 2.115 0.210 -1.036
H 1.742 1.933 -0.593
H 0.743 0.994 -1.880
H 2.225 1.012 1.295
H 1.775 -0.830 1.258
H 0.898 0.280 2.155
H -0.638 2.402 0.594
H -2.604 -0.736 -0.694
```

***

(6)
ORCA calculation (the ωB97M-V functional and the def2-TZVPD basis) on a cluster of 7 separate species, H14O7 in total.

orbital gap	0.40667	Eh
relative energy (zero: lowest compared OMol25 entry of this formula, charge and spin)	288.86	kJ/mol
max |F|	4.4	eV/A
LUMO	0.002	Ha
SMILES	O.O.O.O.O.O.O

The geometry in XYZ format:
```
21
H14O7 | the Open Molecules 2025 dataset | the ωB97M-V functional and the def2-TZVPD basis
H -1.300 -1.313 1.076
H -0.539 -0.954 -0.199
H 0.973 -0.793 -3.915
H 0.870 -0.507 -5.310
H 1.106 1.871 3.133
H 1.387 3.176 2.420
H 2.469 -2.291 -0.050
H 3.657 -1.774 0.629
H 2.254 -1.648 4.715
H 1.918 -1.745 3.202
H -2.856 1.143 -1.679
H -3.840 -0.179 -1.443
H -1.527 3.960 -1.008
H -2.152 2.699 -0.718
O -1.346 -0.938 0.211
O 0.378 -0.896 -4.648
O 1.200 2.290 2.200
O 2.946 -2.440 0.733
O 1.617 -1.939 4.051
O -3.778 0.745 -1.710
O -1.321 2.974 -0.944
```

***

The highest max |F| belongs to which entry?
C19H35Cl10MgO11S

***

Which formula does entry 2 have?
C2HClF2OS

***

Which of these has the highest max |F|?
C19H35Cl10MgO11S